# 1
Density functional theory data (the ωB97M-V functional and the def2-TZVPD basis) for 2 unconnected molecules or ions with the total composition C3H2Cl2O.

Output
Orbital gap (alpha / beta), eV: 7.7179 / 7.7240
LUMO (alpha / beta), eV: -2.0 / -2.0
Energy relative to the best compared isomer or geometry (same formula, charge and spin), kJ/mol: 416.31
Strongest force on any atom, eV/A: 3.24
HOMO energy (alpha / beta), eV: -9.759 / -9.761

CARTESIAN COORDINATES (ANGSTROEM)
C (0.23924, -0.10132, 0.04222)
C (1.52572, -0.14154, -0.15516)
C (-1.15138, -0.24439, 0.03809)
O (-0.56023, -0.41950, 1.24577)
Cl (-1.85929, 2.30764, -0.04370)
Cl (-2.23153, -1.19157, -0.70444)
H (2.19152, -0.28501, 0.76431)
H (1.84595, 0.07569, -1.18710)

---

# 2
Density functional theory data (the ωB97M-V functional and the def2-TZVPD basis) for 2 unconnected molecules or ions with the total composition C3H11NOS2.

Output
⟨S²⟩: 0.754
Orbital gap (alpha / beta), eV: 7.7360 / 4.4137
LUMO (alpha / beta), eV: -5.4 / -8.7
Multiplicity: 2
Energy relative to the best compared isomer or geometry (same formula, charge and spin), kJ/mol: 190.12
Charge: +1
Strongest force on any atom, eV/A: 4.47
HOMO energy (alpha / beta), eV: -13.167 / -13.086

CARTESIAN COORDINATES (ANGSTROEM)
S (-1.12187, -1.70858, 3.31140)
S (-0.75012, 0.08144, 2.19346)
C (1.00532, -0.19109, 1.55376)
C (1.59133, 1.02303, 0.84542)
C (0.67377, 1.48992, -0.30790)
N (0.69599, 2.93349, -0.72337)
H (-0.11829, -1.41531, 4.22873)
H (1.64220, -0.49371, 2.43661)
H (0.87142, -1.19955, 1.00997)
H (1.47097, 1.78820, 1.64630)
H (2.73372, 0.85497, 0.60908)
H (1.01765, 0.84638, -1.09417)
H (-0.41425, 1.27545, 0.10441)
H (1.62928, 3.31760, -0.79299)
H (0.31118, 2.89588, -1.58689)
H (-4.17767, -3.19819, -4.76168)
H (-3.23289, -4.16457, -3.99028)
O (-3.82772, -4.13536, -4.68188)

---

# 3
Density functional theory data (the ωB97M-V functional and the def2-TZVPD basis) for 7 unconnected molecules or ions with the total composition C19H39NO20.

Output
SMILES string: C[N+](=O)[O-].COC(=O)OC.COC(=O)OC.COC(=O)OC.COC(=O)OC.COC(=O)OC.COC(=O)OC
Orbital gap, eV: 10.5295
LUMO, eV: 0.0
Energy relative to the best compared isomer or geometry (same formula, charge and spin), kJ/mol: 374.21
Strongest force on any atom, eV/A: 4.62
HOMO energy, eV: -10.574

CARTESIAN COORDINATES (ANGSTROEM)
C (-26.26836, -1.15316, 12.96258)
N (-27.09071, -1.58078, 11.83548)
O (-26.56219, -1.83395, 10.73313)
O (-28.31627, -1.62671, 12.07689)
H (-25.43485, -0.57559, 12.56288)
H (-25.84648, -2.06385, 13.38774)
H (-26.84170, -0.56979, 13.68305)
C (-33.35622, -8.98889, 4.44500)
O (-33.79041, -7.82790, 5.18665)
C (-33.13894, -7.38558, 6.25088)
O (-32.19973, -7.94714, 6.78456)
O (-33.66766, -6.27968, 6.72004)
C (-33.24754, -5.64197, 7.93582)
H (-34.14085, -9.43713, 3.83546)
H (-32.94377, -9.68269, 5.17755)
H (-32.55751, -8.71459, 3.75584)
H (-33.34443, -6.40879, 8.70439)
H (-33.89449, -4.84625, 8.30514)
H (-32.19199, -5.37022, 7.94437)
C (-19.42084, -1.23150, 15.86226)
O (-20.63704, -1.88470, 16.05758)
C (-20.53503, -3.24835, 16.32850)
O (-19.49359, -3.91504, 16.41355)
O (-21.76184, -3.77371, 16.21943)
C (-22.01166, -5.17257, 16.47349)
H (-18.86914, -0.88134, 16.73467)
H (-19.67621, -0.40823, 15.19508)
H (-18.77984, -1.86247, 15.24655)
H (-23.03943, -5.32641, 16.14468)
H (-21.78047, -5.71002, 17.39317)
H (-21.41836, -5.70435, 15.72965)
C (-27.20684, -13.76492, 14.82259)
O (-27.96296, -14.28983, 15.88988)
C (-27.41205, -14.65539, 17.01853)
O (-26.18868, -14.51152, 17.25234)
O (-28.43164, -15.06958, 17.83764)
C (-28.27974, -15.26771, 19.22622)
H (-26.24891, -14.20302, 14.54234)
H (-26.91907, -12.75746, 15.12311)
H (-27.83389, -13.57318, 13.95187)
H (-29.27520, -15.05927, 19.61829)
H (-27.53872, -14.56689, 19.61073)
H (-27.95219, -16.30486, 19.29783)
C (-32.22219, -11.08556, 21.84567)
O (-33.18683, -11.99624, 21.32573)
C (-34.41832, -12.06795, 21.70384)
O (-34.97968, -11.41902, 22.57481)
O (-35.03818, -13.09555, 21.04693)
C (-36.43254, -13.36620, 21.29426)
H (-32.02501, -11.24786, 22.90533)
H (-32.71239, -10.11267, 21.80970)
H (-31.26843, -11.09371, 21.31806)
H (-36.72840, -14.25342, 20.73443)
H (-37.08105, -12.56830, 20.93248)
H (-36.69204, -13.44615, 22.34990)
C (-27.40024, -6.96623, 10.42423)
O (-28.07145, -7.67860, 11.50532)
C (-27.97922, -7.40769, 12.83393)
O (-27.24978, -6.53867, 13.36920)
O (-28.83432, -8.19071, 13.54220)
C (-28.79797, -8.08159, 14.97028)
H (-26.31401, -7.03713, 10.48048)
H (-27.70196, -5.92487, 10.53668)
H (-27.72785, -7.32952, 9.45017)
H (-29.57764, -8.57718, 15.54872)
H (-28.83945, -7.07150, 15.37782)
H (-27.87024, -8.52266, 15.33482)
C (-26.00725, -8.44129, 3.36083)
O (-25.72207, -7.15233, 3.90097)
C (-24.60964, -6.52661, 3.66709)
O (-23.68046, -6.98543, 2.94065)
O (-24.62146, -5.36029, 4.34849)
C (-23.41655, -4.63053, 4.55939)
H (-25.84935, -9.11420, 4.20365)
H (-25.27857, -8.84446, 2.65757)
H (-27.03438, -8.48412, 2.99851)
H (-23.07986, -4.69852, 5.59386)
H (-23.66300, -3.61336, 4.25488)
H (-22.57315, -4.75472, 3.88017)

---

# 4
Density functional theory data (the ωB97M-V functional and the def2-TZVPD basis) for a molecular structure, C27H26N5O2PRuS7.

Output
⟨S²⟩: 0.761
Orbital gap (alpha / beta), eV: 5.8685 / 5.8510
LUMO (alpha / beta), eV: 1.6 / 1.2
Multiplicity: 2
Energy relative to the best compared isomer or geometry (same formula, charge and spin), kJ/mol: 4.29
Charge: -1
Strongest force on any atom, eV/A: 0.53
HOMO energy (alpha / beta), eV: -4.264 / -4.615

CARTESIAN COORDINATES (ANGSTROEM)
Ru (-0.61357, 1.39611, 0.29267)
C (0.06881, 0.15682, 4.37021)
C (-0.37481, -1.15338, 4.44367)
C (-1.10331, -1.65544, 3.39086)
C (-1.35436, -0.87221, 2.25897)
N (-0.86116, 0.38318, 2.16540)
C (-0.19631, 0.87522, 3.22551)
N (-2.20613, -1.46484, 1.33764)
C (-2.50810, -0.98367, 0.18802)
N (-1.98263, 0.09066, -0.47202)
C (-2.69024, 0.33249, -1.60405)
N (-2.53612, 1.25144, -2.49882)
C (-1.42453, 2.06044, -2.57795)
C (-1.35905, 2.87178, -3.72446)
C (-0.20538, 3.54368, -4.03474)
C (0.90851, 3.37493, -3.21425)
C (0.76786, 2.62002, -2.07597)
N (-0.38859, 2.03055, -1.71127)
C (-3.75229, -0.69766, -1.72419)
C (-4.72862, -0.90500, -2.67709)
C (-5.57399, -1.99560, -2.49831)
C (-5.43551, -2.84124, -1.39868)
C (-4.45011, -2.61941, -0.44173)
C (-3.61544, -1.53694, -0.63104)
H (0.65005, 0.61618, 5.15631)
H (-0.16176, -1.76791, 5.30944)
H (-1.51673, -2.65385, 3.39622)
H (0.15720, 1.88940, 3.11744)
H (-2.23735, 2.90515, -4.35222)
H (-0.15494, 4.16887, -4.91737)
H (1.85934, 3.83896, -3.43316)
H (1.58659, 2.47865, -1.38811)
H (-4.82408, -0.23690, -3.52264)
H (-6.35453, -2.19333, -3.22245)
H (-6.11058, -3.68078, -1.28841)
H (-4.33417, -3.26171, 0.42124)
S (-1.11919, 8.57473, 0.58790)
C (-1.01110, 6.92757, 0.61906)
S (0.47243, 6.06740, 0.80395)
C (-0.17258, 4.44228, 0.74872)
C (-1.51791, 4.35866, 0.57311)
S (-2.35409, 2.85077, 0.56804)
S (-2.37028, 5.87865, 0.44804)
S (0.84986, 3.07430, 1.01568)
C (4.67678, 0.28828, -0.88388)
C (4.42034, -1.19463, -0.68998)
C (3.79309, -1.84264, -1.91231)
O (3.62995, -1.51649, 0.47243)
P (2.50490, -0.61991, 1.20589)
S (3.19923, 0.87394, 2.22636)
S (1.10914, -0.26584, -0.22397)
O (1.95321, -1.70582, 2.24665)
C (1.66416, -3.10571, 2.08463)
C (0.91766, -3.45442, 0.81060)
C (2.93613, -3.92057, 2.25814)
H (5.34669, 0.41254, -1.73764)
H (5.13296, 0.73090, -0.00102)
H (3.74816, 0.82252, -1.08723)
H (5.37520, -1.68616, -0.48277)
H (2.82710, -1.38763, -2.12968)
H (3.64756, -2.91073, -1.74260)
H (4.45035, -1.71581, -2.77542)
H (1.00228, -3.30958, 2.93104)
H (1.52129, -3.24763, -0.07313)
H (-0.01044, -2.89051, 0.72596)
H (0.68522, -4.52227, 0.83384)
H (3.56687, -3.84608, 1.37326)
H (2.68070, -4.96942, 2.42535)
H (3.50040, -3.55539, 3.11630)

---

Q: Among the records above, which one has the lowest strongest force on any atom?
A: C27H26N5O2PRuS7

---

Q: Number 2 is which compound?
A: C3H11NOS2

---

Q: Among the records above, which one has the lowest energy relative to the best compared isomer or geometry (same formula, charge and spin)?
A: C27H26N5O2PRuS7

---

Q: What is the formula in the first record?
A: C3H2Cl2O